Run w
DFT (ωB97M-V/def2-TZVPD) results for 11 unconnected molecules or ions with the total composition C38H106N8O14.

## Properties
E_LUMO = 0.5 eV
E_HOMO = -8.72 eV

Bonds (Å) are listed after each position.
Cartesian coordinates (Å):
1 C 1.835 -4.581 0.708  C2 1.486, O4 1.463, H5 1.056, H6 1.117
2 C 2.806 -5.670 0.992  C1 1.486, O3 1.412, H7 1.068, H8 1.089
3 O 2.366 -7.012 1.013  C2 1.412, H9 0.930
4 O 1.107 -4.513 1.975  C1 1.463, H10 0.971
5 H 1.077 -4.895 0.043  C1 1.056
6 H 2.287 -3.589 0.463  C1 1.117
7 H 3.135 -5.391 1.969  C2 1.068
8 H 3.612 -5.631 0.261  C2 1.089
9 H 1.640 -7.076 1.590  O3 0.930
10 H 0.244 -4.108 1.791  O4 0.971
11 C 1.829 -1.883 4.350  C12 1.540, O14 1.436, H15 1.155, H16 1.086
12 C 0.895 -1.459 5.500  C11 1.540, O13 1.403, H17 1.099, H18 1.086
13 O 0.547 -2.552 6.307  C12 1.403, H19 0.981
14 O 2.680 -0.913 3.719  C11 1.436, H20 1.003
15 H 1.124 -2.322 3.547  C11 1.155
16 H 2.459 -2.716 4.646  C11 1.086
17 H -0.016 -0.971 5.126  C12 1.099
18 H 1.421 -0.779 6.164  C12 1.086
19 H 0.093 -3.271 5.817  O13 0.981
20 H 2.054 -0.187 3.423  O14 1.003
21 C 1.026 -0.091 0.229  C22 1.512, O24 1.405, H25 1.100, H26 1.046
22 C -0.004 0.728 0.974  C21 1.512, O23 1.412, H27 1.155, H28 1.100
23 O -0.574 0.121 2.115  C22 1.412, H29 0.956
24 O 0.495 -1.151 -0.525  C21 1.405, H30 0.972
25 H 1.915 -0.328 0.832  C21 1.100
26 H 1.496 0.568 -0.432  C21 1.046
27 H -0.887 1.110 0.333  C22 1.155
28 H 0.527 1.618 1.340  C22 1.100
29 H -1.488 -0.068 1.906  O23 0.956
30 H 0.529 -1.944 0.038  O24 0.972
31 C 1.096 5.244 -2.976  C32 1.529, H37 1.074, H38 1.058, H39 1.078
32 C 1.556 4.754 -1.602  C31 1.529, C33 1.526, N36 1.515, H40 1.078
33 C 2.395 3.481 -1.658  C32 1.526, O34 1.417, H41 1.084, H42 1.081
34 O 2.610 2.860 -0.403  C33 1.417, C35 1.450
35 C 3.929 3.082 0.158  O34 1.450, H43 1.086, H44 1.078, H45 1.111
36 N 2.406 5.898 -1.091  C32 1.515, H46 1.015, H47 1.016
37 H 0.656 4.415 -3.496  C31 1.074
38 H 1.860 5.611 -3.609  C31 1.058
39 H 0.459 6.110 -2.885  C31 1.078
40 H 0.710 4.541 -0.968  C32 1.078
41 H 3.311 3.670 -2.206  C33 1.084
42 H 1.862 2.717 -2.209  C33 1.081
43 H 3.865 2.651 1.152  C35 1.086
44 H 4.043 4.149 0.264  C35 1.078
45 H 4.665 2.556 -0.486  C35 1.111
46 H 2.669 5.741 -0.123  N36 1.015
47 H 1.928 6.794 -1.105  N36 1.016
48 C 4.077 -1.996 -2.622  C49 1.491, H54 1.055, H55 1.096, H56 1.081
49 C 3.611 -1.014 -1.602  C48 1.491, C50 1.503, N53 1.447, H57 1.093
50 C 4.439 -1.126 -0.353  C49 1.503, O51 1.442, H58 1.086, H59 1.084
51 O 3.944 -2.138 0.547  C50 1.442, C52 1.384
52 C 4.721 -2.839 1.453  O51 1.384, H60 1.118, H61 1.073, H62 1.089
53 N 3.806 0.310 -2.153  C49 1.447, H63 1.025, H64 1.014
54 H 4.110 -2.987 -2.262  C48 1.055
55 H 5.045 -1.641 -2.995  C48 1.096
56 H 3.454 -2.074 -3.502  C48 1.081
57 H 2.546 -1.160 -1.403  C49 1.093
58 H 4.314 -0.256 0.285  C50 1.086
59 H 5.495 -1.231 -0.575  C50 1.084
60 H 5.163 -2.175 2.236  C52 1.118
61 H 5.497 -3.421 0.994  C52 1.073
62 H 3.966 -3.444 1.951  C52 1.089
63 H 3.122 0.975 -1.777  N53 1.025
64 H 3.863 0.427 -3.158  N53 1.014
65 C 0.534 0.473 -4.051  C66 1.538, H71 1.063, H72 1.104, H73 1.123
66 C 1.637 1.312 -4.719  C65 1.538, C67 1.529, N70 1.426, H74 1.075
67 C 2.353 0.460 -5.767  C66 1.529, O68 1.419, H75 1.123, H76 1.152
68 O 3.525 -0.049 -5.149  C67 1.419, C69 1.417
69 C 4.357 -0.802 -6.013  O68 1.417, H77 1.094, H78 1.082, H79 1.169
70 N 0.970 2.353 -5.431  C66 1.426, H80 1.010, H81 1.032
71 H -0.131 0.087 -4.784  C65 1.063
72 H 0.092 1.086 -3.246  C65 1.104
73 H 1.014 -0.359 -3.469  C65 1.123
74 H 2.405 1.704 -4.078  C66 1.075
75 H 2.590 1.047 -6.694  C67 1.123
76 H 1.683 -0.387 -6.168  C67 1.152
77 H 4.007 -1.837 -6.082  C69 1.094
78 H 5.335 -0.770 -5.552  C69 1.082
79 H 4.425 -0.269 -7.051  C69 1.169
80 H 0.136 2.677 -4.963  N70 1.010
81 H 1.579 3.158 -5.645  N70 1.032
82 C -0.924 3.516 3.182  C83 1.575, H88 1.119, H89 1.081, H90 1.133
83 C 0.520 4.086 3.444  C82 1.575, C84 1.532, N87 1.454, H91 1.117
84 C 1.333 3.030 4.202  C83 1.532, O85 1.359, H92 1.083, H93 1.121
85 O 2.623 3.404 4.408  C84 1.359, C86 1.490
86 C 3.370 2.369 5.177  O85 1.490, H94 1.074, H95 1.077, H96 1.105
87 N 1.061 4.577 2.187  C83 1.454, H97 1.010, H98 0.999
88 H -0.863 2.458 2.825  C82 1.119
89 H -1.367 4.154 2.429  C82 1.081
90 H -1.501 3.589 4.155  C82 1.133
91 H 0.456 4.990 4.097  C83 1.117
92 H 1.446 2.129 3.613  C84 1.083
93 H 0.812 2.902 5.187  C84 1.121
94 H 4.326 2.174 4.729  C86 1.074
95 H 2.799 1.458 5.249  C86 1.077
96 H 3.549 2.741 6.203  C86 1.105
97 H 1.942 5.070 2.206  N87 1.010
98 H 1.119 3.781 1.587  N87 0.999
99 C -3.897 -2.808 -3.657  C100 1.544, H105 1.094, H106 1.044, H107 1.118
100 C -2.634 -2.822 -2.769  C99 1.544, C101 1.547, N104 1.484, H108 1.099
101 C -1.496 -3.536 -3.535  C100 1.547, O102 1.394, H109 1.131, H110 1.061
102 O -0.327 -3.547 -2.776  C101 1.394, C103 1.424
103 C 0.883 -3.856 -3.461  O102 1.424, H111 1.107, H112 1.082, H113 1.137
104 N -2.295 -1.442 -2.345  C100 1.484, H114 1.007, H115 0.996
105 H -3.853 -2.053 -4.447  C99 1.094
106 H -4.698 -2.592 -3.024  C99 1.044
107 H -4.001 -3.853 -4.040  C99 1.118
108 H -2.837 -3.476 -1.909  C100 1.099
109 H -1.212 -2.904 -4.429  C101 1.131
110 H -1.867 -4.460 -3.904  C101 1.061
111 H 0.943 -4.821 -3.998  C103 1.107
112 H 1.660 -3.924 -2.710  C103 1.082
113 H 1.164 -2.975 -4.122  C103 1.137
114 H -1.455 -1.403 -1.790  N104 1.007
115 H -2.203 -0.969 -3.217  N104 0.996
116 C -4.426 0.409 2.741  C117 1.520, H122 1.129, H123 1.128, H124 1.066
117 C -4.329 -0.439 1.484  C116 1.520, C118 1.532, N121 1.432, H125 1.069
118 C -5.613 -0.250 0.669  C117 1.532, O119 1.396, H126 1.111, H127 1.059
119 O -6.625 -0.910 1.367  C118 1.396, C120 1.406
120 C -7.869 -0.549 0.820  O119 1.406, H128 1.133, H129 1.091, H130 1.128
121 N -3.166 -0.134 0.706  C117 1.432, H131 1.053, H132 1.039
122 H -4.807 1.405 2.366  C116 1.129
123 H -3.451 0.426 3.308  C116 1.128
124 H -5.254 0.157 3.363  C116 1.066
125 H -4.240 -1.478 1.722  C117 1.069
126 H -5.576 -0.580 -0.391  C118 1.111
127 H -5.732 0.803 0.640  C118 1.059
128 H -8.135 0.494 1.172  C120 1.133
129 H -8.625 -1.239 1.198  C120 1.091
130 H -7.975 -0.567 -0.303  C120 1.128
131 H -3.086 -0.624 -0.223  N121 1.053
132 H -3.054 0.890 0.571  N121 1.039
133 C -2.943 -5.466 1.102  C134 1.587, H139 1.116, H140 1.118, H141 1.131
134 C -2.654 -3.937 1.409  C133 1.587, C135 1.505, N138 1.448, H142 1.105
135 C -2.396 -3.540 2.838  C134 1.505, O136 1.405, H143 1.084, H144 1.092
136 O -3.563 -3.663 3.610  C135 1.405, C137 1.405
137 C -3.461 -4.025 4.963  O136 1.405, H145 1.071, H146 1.084, H147 1.061
138 N -1.464 -3.559 0.675  C134 1.448, H148 1.071, H149 1.052
139 H -3.471 -5.526 0.120  C133 1.116
140 H -3.741 -5.731 1.839  C133 1.118
141 H -2.031 -6.121 1.240  C133 1.131
142 H -3.578 -3.412 1.104  C134 1.105
143 H -2.159 -2.482 2.841  C135 1.084
144 H -1.511 -4.024 3.256  C135 1.092
145 H -3.111 -5.021 5.141  C137 1.071
146 H -4.434 -3.865 5.412  C137 1.084
147 H -2.788 -3.381 5.473  C137 1.061
148 H -1.580 -2.564 0.294  N138 1.071
149 H -1.356 -4.008 -0.269  N138 1.052
150 C -2.323 2.855 -1.875  C151 1.543, H156 1.110, H157 1.063, H158 1.060
151 C -2.244 3.552 -0.501  C150 1.543, C152 1.561, N155 1.521, H159 1.123
152 C -2.526 5.083 -0.374  C151 1.561, O153 1.399, H160 1.089, H161 1.150
153 O -1.533 5.819 -1.030  C152 1.399, C154 1.396
154 C -1.420 7.144 -0.606  O153 1.396, H162 1.084, H163 1.096, H164 1.073
155 N -3.060 2.819 0.553  C151 1.521, H165 1.035, H166 1.057
156 H -1.408 3.150 -2.429  C150 1.110
157 H -3.036 3.287 -2.534  C150 1.063
158 H -2.390 1.797 -1.824  C150 1.060
159 H -1.188 3.465 -0.131  C151 1.123
160 H -2.492 5.290 0.695  C152 1.089
161 H -3.608 5.320 -0.680  C152 1.150
162 H -0.611 7.634 -1.136  C154 1.084
163 H -1.244 7.087 0.474  C154 1.096
164 H -2.340 7.685 -0.720  C154 1.073
165 H -2.803 3.070 1.524  N155 1.035
166 H -4.081 3.053 0.416  N155 1.057

Run x
DFT (ωB97M-V/def2-TZVPD) results for 11 unconnected molecules or ions with the total composition C38H106N8O14.

## Properties
E_LUMO = 0.4 eV
E_HOMO = -8.69 eV

Bonds (Å) are listed after each position.
Cartesian coordinates (Å):
1 C 5.517 -0.923 7.714  C2 1.551, H7 1.090, H8 1.090, H9 1.090
2 C 4.761 -1.585 6.532  C1 1.551, C3 1.502, N6 1.469, H10 1.090
3 C 4.251 -0.619 5.501  C2 1.502, O4 1.426, H11 1.090, H12 1.090
4 O 3.398 0.390 6.036  C3 1.426, C5 1.414
5 C 2.126 -0.157 6.325  O4 1.414, H13 1.090, H14 1.090, H15 1.090
6 N 5.806 -2.435 5.948  C2 1.469, H16 1.010, H17 1.010
7 H 4.848 -0.340 8.346  C1 1.090
8 H 6.169 -0.091 7.450  C1 1.090
9 H 6.066 -1.653 8.308  C1 1.090
10 H 3.910 -2.126 6.946  C2 1.090
11 H 3.654 -1.082 4.716  C3 1.090
12 H 5.157 -0.213 5.050  C3 1.090
13 H 1.611 -0.692 5.527  C5 1.090
14 H 1.490 0.707 6.519  C5 1.090
15 H 2.092 -0.802 7.203  C5 1.090
16 H 5.714 -3.371 6.318  N6 1.010
17 H 6.796 -2.253 5.859  N6 1.010
18 C 0.203 3.911 -1.899  C19 1.520, H24 1.090, H25 1.090, H26 1.090
19 C -1.214 3.838 -2.444  C18 1.520, C20 1.543, N23 1.417, H27 1.090
20 C -1.586 2.948 -3.648  C19 1.543, O21 1.416, H28 1.090, H29 1.090
21 O -2.924 3.240 -4.009  C20 1.416, C22 1.423
22 C -3.216 3.026 -5.386  O21 1.423, H30 1.090, H31 1.090, H32 1.090
23 N -1.982 3.552 -1.289  C19 1.417, H33 1.010, H34 1.010
24 H 0.640 2.955 -1.611  C18 1.090
25 H 0.385 4.680 -1.148  C18 1.090
26 H 0.845 4.210 -2.728  C18 1.090
27 H -1.521 4.838 -2.750  C19 1.090
28 H -1.678 1.879 -3.459  C20 1.090
29 H -0.845 2.953 -4.447  C20 1.090
30 H -2.617 3.624 -6.073  C22 1.090
31 H -4.187 3.469 -5.609  C22 1.090
32 H -3.157 1.958 -5.594  C22 1.090
33 H -1.982 2.542 -1.306  N23 1.010
34 H -2.988 3.612 -1.350  N23 1.010
35 C 5.082 -2.389 -4.485  C36 1.539, H41 1.090, H42 1.090, H43 1.090
36 C 5.474 -3.057 -3.155  C35 1.539, C37 1.553, N40 1.449, H44 1.090
37 C 4.335 -3.947 -2.585  C36 1.553, O38 1.350, H45 1.090, H46 1.090
38 O 3.262 -3.219 -2.210  C37 1.350, C39 1.503
39 C 2.305 -3.832 -1.226  O38 1.503, H47 1.090, H48 1.090, H49 1.090
40 N 6.758 -3.728 -3.138  C36 1.449, H50 1.010, H51 1.010
41 H 4.189 -1.767 -4.540  C35 1.090
42 H 5.055 -3.249 -5.154  C35 1.090
43 H 5.952 -1.810 -4.796  C35 1.090
44 H 5.556 -2.385 -2.301  C36 1.090
45 H 4.686 -4.377 -1.647  C37 1.090
46 H 3.958 -4.707 -3.269  C37 1.090
47 H 2.215 -4.842 -1.628  C39 1.090
48 H 1.413 -3.206 -1.236  C39 1.090
49 H 2.688 -3.848 -0.205  C39 1.090
50 H 6.665 -4.718 -2.959  N40 1.010
51 H 7.274 -3.702 -4.006  N40 1.010
52 C -0.548 -0.450 -9.662  C53 1.527, H58 1.090, H59 1.090, H60 1.090
53 C -0.115 -0.936 -8.280  C52 1.527, C54 1.546, N57 1.432, H61 1.090
54 C -0.523 0.017 -7.133  C53 1.546, O55 1.495, H62 1.090, H63 1.090
55 O -0.347 -0.535 -5.755  C54 1.495, C56 1.450
56 C 0.984 -0.476 -5.181  O55 1.450, H64 1.090, H65 1.090, H66 1.090
57 N -0.482 -2.286 -7.978  C53 1.432, H67 1.010, H68 1.010
58 H 0.074 0.422 -9.868  C52 1.090
59 H -1.634 -0.372 -9.618  C52 1.090
60 H -0.168 -1.206 -10.348  C52 1.090
61 H 0.969 -0.943 -8.169  C53 1.090
62 H -1.575 0.048 -7.414  C54 1.090
63 H -0.121 1.027 -7.212  C54 1.090
64 H 1.116 0.239 -4.369  C56 1.090
65 H 1.635 -0.084 -5.962  C56 1.090
66 H 1.287 -1.508 -5.002  C56 1.090
67 H -0.017 -2.954 -8.576  N57 1.010
68 H -0.206 -2.325 -7.007  N57 1.010
69 C -0.365 -0.293 -1.043  C70 1.547, H75 1.090, H76 1.090, H77 1.090
70 C -0.107 -0.592 0.453  C69 1.547, C71 1.522, N74 1.444, H78 1.090
71 C -0.763 0.399 1.404  C70 1.522, O72 1.388, H79 1.090, H80 1.090
72 O -0.199 0.198 2.657  C71 1.388, C73 1.421
73 C -0.620 1.042 3.720  O72 1.421, H81 1.090, H82 1.090, H83 1.090
74 N 0.019 -1.977 0.842  C70 1.444, H84 1.010, H85 1.010
75 H -1.247 -0.888 -1.279  C69 1.090
76 H 0.314 -0.800 -1.729  C69 1.090
77 H -0.468 0.789 -1.130  C69 1.090
78 H 0.912 -0.217 0.546  C70 1.090
79 H -1.828 0.267 1.597  C71 1.090
80 H -0.610 1.432 1.092  C71 1.090
81 H -1.068 1.963 3.347  C73 1.090
82 H 0.184 1.330 4.396  C73 1.090
83 H -1.299 0.469 4.352  C73 1.090
84 H -0.138 -1.976 1.840  N74 1.010
85 H 0.918 -2.398 0.654  N74 1.010
86 C -5.715 1.538 4.536  C87 1.530, H92 1.090, H93 1.090, H94 1.090
87 C -4.619 1.068 3.577  C86 1.530, C88 1.579, N91 1.440, H95 1.090
88 C -4.239 -0.464 3.599  C87 1.579, O89 1.439, H96 1.090, H97 1.090
89 O -3.230 -0.629 4.610  C88 1.439, C90 1.439
90 C -2.563 -1.903 4.576  O89 1.439, H98 1.090, H99 1.090, H100 1.090
91 N -4.856 1.595 2.258  C87 1.440, H101 1.010, H102 1.010
92 H -5.910 2.580 4.284  C86 1.090
93 H -5.377 1.337 5.553  C86 1.090
94 H -6.610 0.917 4.499  C86 1.090
95 H -3.685 1.558 3.855  C87 1.090
96 H -3.875 -0.814 2.633  C88 1.090
97 H -5.139 -1.048 3.790  C88 1.090
98 H -2.265 -2.207 3.572  C90 1.090
99 H -3.226 -2.615 5.067  C90 1.090
100 H -1.622 -1.663 5.071  C90 1.090
101 H -3.926 1.567 1.866  N91 1.010
102 H -4.984 2.594 2.331  N91 1.010
103 C -1.436 -3.615 -2.523  C104 1.547, H109 1.090, H110 1.090, H111 1.090
104 C -1.165 -4.394 -3.831  C103 1.547, C105 1.570, N108 1.496, H112 1.090
105 C -2.464 -5.178 -4.237  C104 1.570, O106 1.404, H113 1.090, H114 1.090
106 O -2.230 -6.186 -5.186  C105 1.404, C107 1.447
107 C -2.094 -5.671 -6.531  O106 1.447, H115 1.090, H116 1.090, H117 1.090
108 N -0.894 -3.358 -4.875  C104 1.496, H118 1.010, H119 1.010
109 H -1.271 -4.099 -1.561  C103 1.090
110 H -2.486 -3.332 -2.448  C103 1.090
111 H -0.856 -2.705 -2.367  C103 1.090
112 H -0.346 -5.103 -3.717  C104 1.090
113 H -3.187 -4.478 -4.655  C105 1.090
114 H -2.823 -5.510 -3.263  C105 1.090
115 H -2.099 -6.573 -7.143  C107 1.090
116 H -1.195 -5.153 -6.865  C107 1.090
117 H -3.067 -5.214 -6.708  C107 1.090
118 H -1.290 -3.633 -5.762  N108 1.010
119 H -1.273 -2.436 -4.713  N108 1.010
120 C -4.311 3.615 7.830  C121 1.578, H126 1.090, H127 1.090, H128 1.090
121 C -3.274 4.614 7.184  C120 1.578, C122 1.543, N125 1.454, H129 1.090
122 C -1.922 4.039 6.713  C121 1.543, O123 1.378, H130 1.090, H131 1.090
123 O -1.134 5.036 6.179  C122 1.378, C124 1.443
124 C -0.126 4.436 5.339  O123 1.443, H132 1.090, H133 1.090, H134 1.090
125 N -3.921 5.164 6.004  C121 1.454, H135 1.010, H136 1.010
126 H -4.114 3.471 8.893  C120 1.090
127 H -4.159 2.570 7.561  C120 1.090
128 H -5.388 3.769 7.764  C120 1.090
129 H -3.188 5.321 8.009  C121 1.090
130 H -2.082 3.212 6.022  C122 1.090
131 H -1.339 3.770 7.594  C122 1.090
132 H 0.558 5.259 5.135  C124 1.090
133 H -0.345 3.859 4.440  C124 1.090
134 H 0.500 3.739 5.897  C124 1.090
135 H -3.149 5.418 5.404  N125 1.010
136 H -4.305 4.343 5.559  N125 1.010
137 C 3.476 2.005 3.404  C138 1.526, O140 1.434, H141 1.090, H142 1.090
138 C 2.581 3.198 3.084  C137 1.526, O139 1.457, H143 1.090, H144 1.090
139 O 3.164 4.458 3.527  C138 1.457, H145 0.960
140 O 4.734 1.977 2.718  C137 1.434, H146 0.960
141 H 2.967 1.043 3.336  C137 1.090
142 H 3.816 2.051 4.438  C137 1.090
143 H 1.587 3.119 3.526  C138 1.090
144 H 2.521 3.210 1.996  C138 1.090
145 H 3.343 4.505 4.469  O139 0.960
146 H 5.299 2.485 3.304  O140 0.960
147 C -4.798 0.183 -2.529  C148 1.517, O150 1.464, H151 1.090, H152 1.090
148 C -4.243 -1.140 -3.025  C147 1.517, O149 1.482, H153 1.090, H154 1.090
149 O -4.999 -2.282 -2.460  C148 1.482, H155 0.960
150 O -4.486 0.214 -1.099  C147 1.464, H156 0.960
151 H -5.881 0.191 -2.645  C147 1.090
152 H -4.312 1.040 -2.996  C147 1.090
153 H -3.180 -1.282 -2.828  C148 1.090
154 H -4.320 -1.115 -4.111  C148 1.090
155 H -4.888 -2.288 -1.506  O149 0.960
156 H -4.883 -0.584 -0.743  O150 0.960
157 C 3.730 1.307 -0.565  C158 1.496, O160 1.438, H161 1.090, H162 1.090
158 C 3.789 0.748 -1.951  C157 1.496, O159 1.408, H163 1.090, H164 1.090
159 O 3.900 1.753 -2.931  C158 1.408, H165 0.960
160 O 4.973 1.901 -0.153  C157 1.438, H166 0.960
161 H 3.465 0.483 0.097  C157 1.090
162 H 2.822 1.908 -0.531  C157 1.090
163 H 2.955 0.084 -2.181  C158 1.090
164 H 4.742 0.219 -1.916  C158 1.090
165 H 4.454 2.413 -2.508  O159 0.960
166 H 5.013 2.155 0.772  O160 0.960

Q: What are the energies relative to the best structure? A: run w 0.0; run x 107.4, in kcal/mol.